[1]
ORCA calculation (ωB97M-V/def2-TZVPD) on a cluster of 7 separate species, C38H63N7O2 in total in a non-equilibrium geometry.

Each line ends with the Löwdin charge.
Positions of all 110 atoms, in Å:
C 4.1231 -1.0141 -1.8221  -0.05
C 3.9987 -2.5371 -1.8035  -0.50
C 5.1461 -3.0991 -0.8960  -0.13
C 4.9243 -4.5219 -0.5271  -0.16
C 3.5134 -4.8059 -0.0270  -0.14
C 2.3874 -4.3740 -0.8757  -0.54
N 2.6978 -2.9454 -1.2475  -0.11
O 1.6010 -2.3810 -1.9062  -0.04
C 2.1469 -5.2531 -2.0957  -0.01
C 1.1357 -4.3400 -0.0657  -0.03
C 4.3413 -2.9609 -3.2722  -0.02
H 3.3668 -0.5719 -2.5255  0.08
H 5.1006 -0.7231 -2.2907  0.10
H 4.1456 -0.5520 -0.7904  0.09
H 6.0486 -2.8554 -1.4324  0.12
H 5.2029 -2.4532 -0.0739  0.09
H 5.5810 -4.8034 0.2558  0.10
H 5.1542 -5.2044 -1.3446  0.12
H 3.4605 -4.1902 0.8551  0.12
H 3.3095 -5.8502 0.2157  0.14
H 1.2560 -4.9371 -2.5702  0.07
H 2.9477 -5.4329 -2.8347  0.09
H 1.7528 -6.1559 -1.7343  0.08
H 1.2757 -3.4473 0.6072  0.09
H 0.2123 -4.1355 -0.5365  0.06
H 1.0511 -5.2235 0.6222  0.11
H 5.2746 -2.4199 -3.5135  0.09
H 3.4855 -2.6420 -3.8756  0.08
H 4.3538 -4.0359 -3.4817  0.06
H 1.3481 -2.9378 -2.6739  0.11
C -4.2813 4.4316 2.3437  -0.03
C -2.9067 3.7694 2.1307  -0.48
C -2.7659 2.5045 3.0071  -0.14
C -3.7045 1.4011 2.5670  -0.16
C -3.4366 0.9941 1.0990  -0.14
C -3.3883 2.1608 0.1568  -0.51
N -2.5492 3.3143 0.7201  -0.06
O -2.7253 4.4500 -0.1333  -0.05
C -2.7438 1.7080 -1.1411  -0.05
C -4.8214 2.6022 -0.2386  -0.02
C -1.8437 4.8219 2.5080  -0.04
H -4.4420 5.0333 1.4838  0.07
H -4.1843 5.1860 3.1716  0.10
H -5.1390 3.8688 2.5730  0.05
H -1.6914 2.2563 2.9099  0.10
H -2.9746 2.7810 4.0017  0.11
H -4.7177 1.7902 2.6353  0.10
H -3.6505 0.5954 3.2499  0.08
H -4.1748 0.2316 0.7465  0.13
H -2.4492 0.4171 1.0770  0.11
H -1.6599 1.5239 -1.1017  0.07
H -3.3210 0.8918 -1.4863  0.08
H -2.8531 2.4604 -1.8548  0.06
H -4.7157 3.4022 -0.9484  0.07
H -5.3852 1.7314 -0.7503  0.12
H -5.4081 2.7691 0.6974  0.08
H -0.8257 4.4703 2.3298  0.08
H -1.8910 4.9661 3.5845  0.08
H -1.9180 5.8247 2.1594  0.07
H -1.8145 4.4790 -0.4949  0.10
N 1.4431 4.0076 -0.6482  -0.01
C 1.1200 5.0877 -1.3714  -0.16
C 2.2199 5.9172 -1.3599  -0.11
C 3.2383 5.2427 -0.6380  -0.09
C 2.6661 4.0389 -0.2189  -0.17
H 0.8339 3.1889 -0.6740  0.14
H 0.1205 5.2240 -1.8245  0.12
H 2.1949 6.8527 -1.9291  0.10
H 4.2541 5.6138 -0.5254  0.09
H 3.1457 3.2088 0.2265  0.10
N 0.9366 1.1884 -3.0298  0.00
C -0.1504 0.9618 -3.7734  -0.17
C 0.0404 1.4618 -5.0680  -0.06
C 1.4185 1.9088 -5.0338  -0.12
C 1.9405 1.7261 -3.8057  -0.14
H 1.0514 0.8166 -2.0900  0.11
H -1.0154 0.5494 -3.2068  0.11
H -0.6760 1.4984 -5.8710  0.08
H 1.8635 2.2958 -5.8832  0.07
H 2.8718 1.9948 -3.3318  0.11
N -0.1824 -1.6491 3.4097  0.01
C -1.2359 -0.8854 3.8220  -0.15
C -2.0861 -1.7097 4.5034  -0.11
C -1.5437 -3.0447 4.4356  -0.09
C -0.3626 -2.9473 3.7085  -0.15
H 0.6502 -1.3218 2.9383  0.12
H -1.1855 0.2104 3.6084  0.11
H -3.0559 -1.4924 4.8346  0.07
H -2.0158 -4.0225 4.6140  0.10
H 0.2352 -3.7907 3.3824  0.11
N 1.9239 -0.5075 0.6565  0.03
C 0.7028 0.0005 0.4037  -0.17
C 0.4484 0.9824 1.3346  -0.12
C 1.6300 1.1272 2.0932  -0.11
C 2.5307 0.2081 1.6362  -0.14
H 2.3703 -1.2610 0.1069  0.11
H 0.0087 -0.5411 -0.1755  0.08
H -0.4570 1.5984 1.3451  0.07
H 1.8224 1.7402 2.9612  0.10
H 3.5696 0.1237 1.8701  0.11
N -2.7622 -2.2491 1.0560  0.00
C -4.0181 -2.5591 1.4038  -0.13
C -4.6848 -2.9378 0.2129  -0.10
C -3.7611 -2.7758 -0.8448  -0.12
C -2.5764 -2.3449 -0.2679  -0.17
H -2.1161 -1.7698 1.6696  0.11
H -4.2850 -2.6601 2.4466  0.11
H -5.7065 -3.2922 0.1265  0.09
H -3.7964 -2.9087 -1.9414  0.10
H -1.5389 -2.1365 -0.6357  0.11

Atoms 1-6, force components in eV/Å:
0.313 1.063 -0.251
1.334 -0.672 -0.659
-1.561 0.714 -1.551
-0.350 -1.344 -0.820
0.815 0.019 0.644
0.445 1.419 -2.202

Values from the calculation:
**HOMO energy**: -8.06 eV
**SMILES**: CC1(C)CCCC(C)(C)N1O.CC1(C)CCCC(C)(C)N1O.c1cc[nH]c1.c1cc[nH]c1.c1cc[nH]c1.c1cc[nH]c1.c1cc[nH]c1
**Electronic energy**: -54948.76044 eV
**Frontier orbital gap**: 8.44 eV
**E_LUMO**: 0.4 eV

[2]
ORCA calculation (ωB97M-V/def2-TZVPD) on a cluster of 8 separate species, C42H101N5O14 in total in a non-equilibrium geometry.

Each line ends with the Löwdin charge.
Positions of all 162 atoms, in Å:
C -6.4074 -10.7933 -8.7544  -0.08
O -6.7063 -9.4689 -8.3028  -0.21
C -6.7407 -8.5374 -9.3727  -0.21
C -5.3134 -7.8931 -9.5185  -0.19
N -5.0357 -6.8248 -8.5639  -0.06
C -4.8489 -7.3554 -7.2201  -0.19
C -3.3895 -7.8196 -6.9227  -0.25
O -3.1452 -8.1643 -5.5968  -0.17
C -1.7552 -8.2845 -5.3039  -0.12
H -6.4688 -11.3570 -7.8234  0.09
H -5.3422 -10.7302 -8.9770  0.08
H -6.9631 -11.1513 -9.6210  0.09
H -7.3131 -7.6463 -9.1150  0.11
H -7.1071 -8.7909 -10.3675  0.11
H -5.1577 -7.5703 -10.5478  0.11
H -4.5805 -8.6678 -9.2930  0.10
H -5.6318 -6.0095 -8.5548  0.11
H -5.5107 -8.1526 -6.8817  0.11
H -4.9317 -6.6110 -6.4281  0.12
H -2.6824 -7.0393 -7.2045  0.11
H -3.0644 -8.6617 -7.5337  0.11
H -1.2681 -9.2320 -5.5340  0.08
H -1.6843 -8.1897 -4.2204  0.08
H -1.0042 -7.5797 -5.6609  0.08
C 8.4075 -0.2452 2.5088  -0.09
O 8.2315 1.1915 2.4397  -0.21
C 9.0803 2.0366 3.2398  -0.21
C 8.8901 3.5574 3.2274  -0.17
N 7.6910 4.0222 3.9648  -0.08
C 7.0850 5.2277 3.5387  -0.27
C 5.7339 5.5009 4.0574  -0.25
O 4.9372 6.5380 3.5157  -0.16
C 3.7726 6.8427 4.2922  -0.11
H 7.6838 -0.7804 1.8940  0.07
H 8.2156 -0.6496 3.5026  0.09
H 9.3154 -0.5413 1.9832  0.08
H 10.0931 1.8261 2.8962  0.11
H 9.0427 1.7441 4.2892  0.12
H 8.8178 3.9587 2.2166  0.11
H 9.7218 4.0193 3.7594  0.12
H 6.9608 3.3436 4.1275  0.11
H 7.0504 5.2404 2.4493  0.12
H 7.7828 6.0045 3.8512  0.13
H 5.6640 5.3648 5.1366  0.13
H 5.2079 4.5863 3.7840  0.12
H 3.2164 5.9053 4.2851  0.08
H 3.1963 7.5759 3.7279  0.08
H 3.6652 7.1697 5.3265  0.08
C -7.8703 -0.8778 1.7345  -0.10
O -7.8609 -2.2442 2.1840  -0.20
C -6.6228 -2.9787 1.9504  -0.18
C -5.6499 -2.7192 3.1311  -0.27
N -4.7503 -3.7709 3.4668  -0.05
C -3.7175 -3.7230 2.4556  -0.23
C -2.5495 -4.7559 2.4916  -0.21
O -1.7463 -4.7151 3.6570  -0.20
C -0.6961 -5.6834 3.4810  -0.11
H -8.8016 -0.6566 1.2130  0.08
H -6.9515 -0.5619 1.2405  0.08
H -7.8973 -0.3098 2.6644  0.08
H -5.9929 -2.4630 1.2255  0.10
H -6.8193 -4.0166 1.6818  0.13
H -6.2328 -2.8370 4.0446  0.12
H -5.3990 -1.6598 3.1855  0.12
H -4.2391 -3.3973 4.2537  0.11
H -3.4352 -2.7170 2.1452  0.12
H -4.2357 -4.0937 1.5712  0.11
H -1.8753 -4.3237 1.7521  0.12
H -3.0363 -5.7311 2.4868  0.13
H -0.2018 -5.6835 2.5095  0.08
H -1.0843 -6.6691 3.7375  0.08
H 0.0647 -5.5276 4.2459  0.08
C -1.0139 2.1160 7.7270  -0.09
C -0.6871 0.6746 7.6646  -0.50
C 0.7043 0.7254 6.8742  -0.14
C 1.3805 -0.6071 6.8952  -0.18
C 1.5401 -1.2081 8.3237  -0.14
C 0.2912 -1.1784 9.1338  -0.49
N -0.4029 0.1387 9.0127  -0.09
O -1.4980 0.3035 9.9182  -0.01
C -0.6905 -2.3599 8.6872  -0.01
C 0.6393 -1.4700 10.6661  -0.03
C -1.7592 0.0408 6.7796  -0.03
H -1.8265 2.3943 8.3982  0.08
H -1.3688 2.4919 6.7674  0.09
H -0.2433 2.7915 8.0983  0.09
H 0.6119 1.1311 5.8667  0.12
H 1.2906 1.5205 7.3347  0.11
H 2.3040 -0.3885 6.3589  0.11
H 0.7880 -1.2976 6.2949  0.10
H 2.2708 -0.6191 8.8780  0.11
H 2.0068 -2.1914 8.2663  0.12
H -0.7400 -2.3360 7.5986  0.06
H -0.3303 -3.3514 8.9617  0.07
H -1.5577 -2.1363 9.3086  0.08
H 1.0474 -0.5168 11.0021  0.08
H -0.2424 -1.6051 11.2926  0.07
H 1.1747 -2.4154 10.7544  0.08
H -1.9858 0.7000 5.9416  0.08
H -2.7276 -0.2139 7.2105  0.09
H -1.2427 -0.7485 6.2333  0.06
H -1.0206 0.8924 10.5073  0.10
C -2.1734 5.7802 0.2433  -0.01
C -3.0541 5.5232 -1.0349  -0.50
C -4.5143 6.0223 -0.8088  -0.13
C -4.7791 7.6175 -1.0132  -0.14
C -4.2858 7.8169 -2.4672  -0.13
C -2.7678 7.3466 -2.7553  -0.46
N -2.4686 6.0212 -2.2219  -0.13
O -1.2676 5.3131 -2.6401  0.01
C -2.6295 7.3584 -4.3437  -0.03
C -1.7795 8.3336 -2.1960  -0.05
C -3.2905 3.9864 -1.3107  -0.03
H -1.5729 4.9447 0.6033  0.07
H -2.6861 6.2352 1.0908  0.07
H -1.4297 6.5563 0.0625  0.06
H -5.1718 5.5309 -1.5259  0.10
H -5.0214 5.5924 0.0550  0.11
H -4.2178 8.2818 -0.3561  0.09
H -5.8610 7.7341 -0.9492  0.10
H -4.2642 8.9058 -2.5115  0.11
H -5.0314 7.4060 -3.1479  0.11
H -1.7585 6.8528 -4.7608  0.07
H -3.3120 6.6190 -4.7628  0.07
H -2.7479 8.3770 -4.7132  0.08
H -2.1728 8.9498 -1.3874  0.08
H -0.7532 7.9752 -2.1162  0.09
H -1.5924 9.0781 -2.9698  0.07
H -3.9210 3.6951 -0.4706  0.08
H -2.3212 3.4892 -1.2753  0.07
H -3.7858 3.8262 -2.2684  0.09
H -0.5776 5.4898 -1.9965  0.08
C 3.4820 -1.3780 -9.3521  -0.21
C 3.6680 0.0920 -9.0921  -0.24
O 2.7225 0.7126 -9.9915  -0.08
O 4.6214 -2.2543 -8.9953  -0.09
H 3.1394 -1.7222 -10.3279  0.12
H 2.6149 -1.5608 -8.7173  0.12
H 4.7074 0.3493 -9.2960  0.12
H 3.3644 0.4417 -8.1053  0.12
H 3.0450 1.6114 -10.0907  0.08
H 5.3402 -2.1300 -9.6194  0.07
C 2.9364 -0.7448 -1.5110  -0.24
C 2.7494 -2.1569 -2.2984  -0.20
O 4.0067 -2.5181 -2.8865  -0.10
O 3.6406 -0.6253 -0.3126  -0.05
H 1.9555 -0.2802 -1.4103  0.11
H 3.3474 -0.1430 -2.3215  0.10
H 2.0180 -2.1182 -3.1057  0.11
H 2.3867 -3.0074 -1.7212  0.10
H 3.9493 -2.7591 -3.8139  0.08
H 4.5511 -0.9157 -0.4035  0.09
C 7.8587 2.5851 -3.2031  -0.28
C 7.4680 2.5366 -4.7289  -0.27
O 7.9747 3.5237 -5.5450  -0.04
O 7.3814 3.7040 -2.5718  -0.05
H 8.9233 2.4629 -3.0041  0.11
H 7.4833 1.6841 -2.7178  0.11
H 6.3955 2.3617 -4.8137  0.11
H 7.8114 1.5750 -5.1102  0.11
H 7.5534 4.3518 -5.3036  0.09
H 7.5909 3.5934 -1.6415  0.09

Atoms 1-6, force components in eV/Å:
1.351 1.142 1.251
-1.798 -0.125 -1.445
1.884 2.074 0.323
-0.700 -0.213 0.107
0.627 -0.668 0.633
1.441 -0.075 1.900

Values from the calculation:
**HOMO energy**: -7.94 eV
**SMILES**: CC1(C)CCCC(C)(C)N1O.CC1(C)CCCC(C)(C)N1O.COCCNCCOC.COCCNCCOC.COCCNCCOC.OCCO.OCCO.OCCO
**Electronic energy**: -81290.33617 eV
**Frontier orbital gap**: 8.11 eV
**E_LUMO**: 0.2 eV

Which value of HOMO energy does entry 1 give? -8.06 eV

Which value of electronic energy does entry 1 give? -54948.76044 eV

Which of these has the highest E_LUMO? C38H63N7O2